C4H4F2O | ωB97M-V/def2-TZVPD

Element x y z (Å)
C 1.2638 -0.9419 -0.0547
C 0.2347 -0.0926 -0.0208
C 0.4660 1.4028 0.0606
O -0.3887 2.2704 0.0527
C -1.2259 -0.4183 -0.0827
F -1.8072 -0.0272 1.0965
F -1.8687 0.1983 -1.0286
H 2.3395 -0.6168 -0.0635
H 1.0048 -2.0313 0.0302
H 1.5275 1.6755 0.0896
H -1.5456 -1.4189 -0.0792

Calculated values
Highest occupied orbital energy (eV): -10.154
SMILES: C=C(C=O)C(F)F
Relative energy (zero: lowest compared OMol25 entry of this formula, charge and spin) (kJ/mol): 90.6
Frontier orbital gap (eV): 9.975

The molecule's Löwdin atomic charges, reported in e, are given here:
1. C 0.106
2. C -0.185
3. C -0.202
4. O 0.073
5. C -0.415
6. F 0.048
7. F 0.129
8. H 0.095
9. H 0.095
10. H 0.116
11. H 0.140



C2H3N | ωB97M-V/def2-TZVPD

Element x y z (Å)
C -0.0242 -0.5541 -0.4799
C 0.0888 0.8430 0.0199
N 1.1507 -0.2833 -0.6504
H -1.2672 -2.6687 0.7252
H -0.2036 1.6427 -0.7525
H 0.2554 1.0204 1.1377

Calculated values
Highest occupied orbital energy (alpha / beta) (eV): -9.498 / -10.695
Relative energy (zero: lowest compared OMol25 entry of this formula, charge and spin) (kJ/mol): 655.1
Frontier orbital gap (alpha / beta) (eV): 9.750 / 9.284

The molecule's Löwdin atomic charges, reported in e, are given here:
1. C -0.235
2. C -0.088
3. N 0.082
4. H 0.058
5. H 0.092
6. H 0.091



C22H35N3O5S3Sn | ωB97M-V/def2-TZVPD

Element x y z (Å)
Sn -0.8099 -0.3353 0.1758
C 1.6138 -2.0262 2.9766
C 0.2534 -1.6194 3.5672
O -0.2897 -0.4323 3.0314
C 0.2318 0.7879 3.5266
C 1.4568 1.3023 2.7865
O 1.1014 1.5927 1.4531
C 2.1836 2.0523 0.6655
C 3.1474 0.9434 0.2664
O 2.4223 -0.0345 -0.4293
C 2.9488 -1.3426 -0.3884
C 2.8910 -1.9902 0.9984
O 1.6585 -1.6811 1.6165
H 1.7549 -3.1067 3.1125
H 2.4276 -1.5150 3.5138
H 0.3499 -1.5389 4.6567
H -0.4837 -2.3910 3.3425
H 0.4803 0.6915 4.5908
H -0.5721 1.5126 3.3930
H 2.2624 0.5611 2.8218
H 1.8059 2.2161 3.2890
H 2.7422 2.8275 1.2061
H 1.7351 2.4846 -0.2302
H 3.6197 0.5208 1.1596
H 3.9383 1.3574 -0.3737
H 3.9842 -1.3755 -0.7548
H 2.3075 -1.9122 -1.0563
H 3.7195 -1.6352 1.6302
H 2.9995 -3.0744 0.8705
C 0.2789 0.4408 -3.1271
C -0.1441 1.7510 -2.5275
C 0.1587 2.9532 -3.2062
C -0.2246 4.1429 -2.6630
C -0.9330 4.1619 -1.4401
C -1.3961 5.3620 -0.8674
C -2.1122 5.3199 0.2987
C -2.3736 4.0959 0.9245
C -1.9379 2.8914 0.4010
S -2.3859 1.4211 1.2195
C -1.1960 2.9127 -0.8159
N -0.7713 1.7463 -1.3728
H 0.1409 0.4572 -4.2078
H -0.2897 -0.3836 -2.6987
H 1.3359 0.2675 -2.9144
H 0.6844 2.9084 -4.1507
H -0.0129 5.0808 -3.1626
H -1.1776 6.3002 -1.3618
H -2.4900 6.2344 0.7377
H -2.9417 4.0698 1.8450
N -2.4479 -1.8911 1.2781
C -3.4472 -2.3928 0.3278
C -3.8612 -1.2656 -0.6006
N -2.6734 -0.8525 -1.3671
H -1.9429 -2.6724 1.6797
H -2.8893 -1.3710 2.0309
H -4.3242 -2.8114 0.8306
H -2.9789 -3.1690 -0.2763
H -4.2154 -0.4098 -0.0214
H -4.6610 -1.6198 -1.2577
H -2.9234 -0.0985 -1.9993
H -2.4282 -1.6678 -1.9508
C 1.5963 -4.6505 -2.9404
O 0.1991 -4.6881 -3.1864
C -0.6511 -4.0464 -2.3586
S -2.2253 -4.0227 -2.9336
S -0.0823 -3.4025 -0.8978
H 2.0400 -5.3670 -3.6283
H 1.8319 -4.9225 -1.9116
H 1.9918 -3.6521 -3.1453

Calculated values
Highest occupied orbital energy (eV): -6.756
Frontier orbital gap (eV): 6.853

The molecule's Löwdin atomic charges, reported in e, are given here:
1. Sn 1.118
2. C -0.189
3. C -0.165
4. O -0.245
5. C -0.178
6. C -0.181
7. O -0.203
8. C -0.162
9. C -0.187
10. O -0.190
11. C -0.184
12. C -0.191
13. O -0.223
14. H 0.135
15. H 0.121
16. H 0.130
17. H 0.114
18. H 0.133
19. H 0.099
20. H 0.111
21. H 0.138
22. H 0.132
23. H 0.122
24. H 0.115
25. H 0.135
26. H 0.133
27. H 0.074
28. H 0.120
29. H 0.132
30. C -0.021
31. C -0.321
32. C -0.015
33. C -0.001
34. C -0.161
35. C -0.050
36. C -0.082
37. C -0.119
38. C -0.594
39. S 0.602
40. C -0.238
41. N 0.035
42. H 0.089
43. H 0.042
44. H 0.086
45. H 0.115
46. H 0.119
47. H 0.109
48. H 0.104
49. H 0.096
50. N -0.078
51. C -0.260
52. C -0.269
53. N -0.081
54. H 0.068
55. H 0.077
56. H 0.119
57. H 0.054
58. H 0.077
59. H 0.120
60. H 0.092
61. H -0.003
62. C -0.140
63. O -0.263
64. C -1.350
65. S 0.536
66. S 0.523
67. H 0.087
68. H 0.050
69. H 0.080



C8H20AgBr2O4S2 | ωB97M-V/def2-TZVPD

Element x y z (Å)
Ag 0.2655 -0.3614 -0.5862
O -1.2320 -2.0949 0.2066
C -0.3692 -3.1931 0.0800
C 1.2321 -3.1287 0.1355
O 2.0280 -2.1036 -0.5581
H -0.5844 -3.9085 -0.7137
H -0.6469 -3.9292 0.8344
H 1.6226 -4.1212 -0.0890
H 1.4844 -3.0877 1.1951
C -2.0849 2.5207 2.4009
S -1.7422 2.2911 0.6504
O -0.5123 1.3896 0.6576
C -3.0297 0.9568 0.3700
H -3.1052 2.9027 2.4380
H -1.5314 3.3380 2.8633
H -1.8803 1.5462 2.8443
H -3.3355 0.7824 -0.6616
H -3.9400 1.2213 0.9080
H -2.7368 -0.0084 0.7832
C 1.2083 2.4611 -4.7598
S 1.7705 1.6288 -3.1569
O 0.5028 1.1729 -2.4149
C 2.6823 0.1535 -3.7368
H 1.9783 3.1920 -5.0068
H 0.2878 3.0302 -4.6299
H 1.0493 1.7861 -5.6007
H 3.2647 -0.3011 -2.9354
H 3.3300 0.2922 -4.6024
H 1.9117 -0.5504 -4.0512
Br 2.1994 -0.8414 4.5118
C 0.9196 -0.0741 3.1796
C -0.4170 -0.8160 3.2000
Br -1.3564 -0.4688 4.9484
H 1.3449 -0.2059 2.1847
H 0.8152 0.9412 3.5621
H -0.2900 -1.8970 3.1409
H -1.1036 -0.5158 2.4084

Calculated values
<S²>: 0.76
Highest occupied orbital energy (alpha / beta) (eV): -7.466 / -7.332
Frontier orbital gap (alpha / beta) (eV): 7.751 / 5.697
2S+1: 2

The molecule's Löwdin atomic charges, reported in e, are given here:
1. Ag 0.727
2. O -0.355
3. C -0.420
4. C -0.237
5. O -0.111
6. H 0.083
7. H 0.084
8. H 0.098
9. H 0.110
10. C -0.259
11. S 0.902
12. O -0.667
13. C -0.216
14. H 0.054
15. H 0.060
16. H 0.009
17. H 0.054
18. H 0.042
19. H 0.038
20. C -0.221
21. S 0.875
22. O -0.639
23. C -0.253
24. H 0.038
25. H 0.049
26. H 0.048
27. H 0.047
28. H 0.054
29. H 0.055
30. Br 0.549
31. C -0.651
32. C -0.637
33. Br 0.552
34. H 0.040
35. H 0.037
36. H 0.050
37. H 0.012



C21H20N6O2S | ωB97M-V/def2-TZVPD

Element x y z (Å)
O 1.1384 8.1959 0.2187
S 1.3623 7.1157 1.1471
O 1.9831 7.4973 2.3779
C 2.3207 5.7988 0.4260
C 1.5401 4.8869 -0.5201
N 0.2938 4.5471 0.1659
C -0.0059 3.1531 0.4678
C -1.1462 2.6043 -0.0090
C -1.4127 1.1947 0.0986
C -0.6141 0.3495 0.8103
N -0.9682 -1.0110 0.6908
C -0.0325 -2.0480 0.7879
N 1.0917 -2.0184 1.4664
C 1.9850 -2.9325 1.3204
C 1.6774 -4.0560 0.5393
C 2.3679 -5.2380 -0.0554
C 1.4157 -5.8609 -0.7423
N 0.2486 -5.1781 -0.7077
C -0.9193 -5.5630 -1.3607
C -2.1751 -5.3475 -0.8412
C -3.3498 -5.8458 -1.4293
C -3.1971 -6.3961 -2.7124
C -1.8616 -6.7805 -3.1115
N -0.7957 -6.2430 -2.5151
C 0.4612 -4.0580 0.0384
N -0.4185 -3.0490 0.0948
C 0.5781 1.0111 1.2809
C 0.8631 2.3601 1.0782
C -0.7822 5.5573 0.4206
C -0.1420 6.2939 1.5920
H 2.7707 5.1026 1.2080
H 3.2495 6.2209 -0.0110
H 2.0321 3.9484 -0.7305
H 1.3172 5.4328 -1.3937
H -1.8155 3.3953 -0.5487
H -2.3050 0.8074 -0.3434
H -1.8342 -1.3496 0.2743
H 2.9139 -2.7025 1.6066
H 3.4242 -5.6545 0.1424
H 1.4463 -6.8996 -1.1265
H -2.1629 -4.8201 0.1380
H -4.3283 -5.7427 -0.9354
H -4.0345 -6.7937 -3.3193
H -1.7404 -7.4194 -3.9836
H 1.3216 0.5127 1.8832
H 1.7584 2.7236 1.5004
H -1.7943 5.2735 0.7215
H -0.9209 6.1793 -0.4375
H -0.0879 5.7053 2.5705
H -0.7164 7.1406 1.7674

Calculated values
Highest occupied orbital energy (eV): -7.661
SMILES: O=S1(=O)CCN(c2ccc(Nc3ncc4ccn(-c5ccccn5)c4n3)cc2)CC1
Relative energy (zero: lowest compared OMol25 entry of this formula, charge and spin) (kJ/mol): 501.6
Frontier orbital gap (eV): 8.209

The molecule's Löwdin atomic charges, reported in e, are given here:
1. O -0.298
2. S 0.627
3. O -0.320
4. C -0.223
5. C -0.171
6. N -0.129
7. C -0.295
8. C -0.010
9. C -0.030
10. C -0.219
11. N 0.114
12. C -0.396
13. N 0.150
14. C -0.033
15. C -0.125
16. C 0.001
17. C -0.098
18. N 0.037
19. C -0.265
20. C -0.024
21. C -0.059
22. C -0.061
23. C -0.117
24. N 0.117
25. C -0.261
26. N 0.214
27. C 0.006
28. C -0.050
29. C -0.154
30. C -0.232
31. H 0.125
32. H 0.115
33. H 0.128
34. H 0.105
35. H 0.145
36. H 0.099
37. H 0.145
38. H 0.087
39. H 0.134
40. H 0.141
41. H 0.115
42. H 0.112
43. H 0.102
44. H 0.101
45. H 0.088
46. H 0.106
47. H 0.124
48. H 0.112
49. H 0.152
50. H 0.070



C4H5N | ωB97M-V/def2-TZVPD

Element x y z (Å)
C 1.1455 0.4514 0.0162
C -0.1021 1.2298 -0.1155
C -1.2677 0.2818 -0.0373
N -0.6407 -0.9405 -0.0965
C 0.7359 -0.9001 -0.1066
H 2.1578 0.7925 0.2816
H -0.2243 2.3363 -0.2438
H -2.2412 0.3895 0.2628
H -0.9123 -1.8400 0.2164
H 1.3491 -1.8006 -0.1773

Calculated values
Highest occupied orbital energy (eV): -8.066
SMILES: c1cc[nH]c1
Relative energy (zero: lowest compared OMol25 entry of this formula, charge and spin) (kJ/mol): 112.3
Frontier orbital gap (eV): 9.171

The molecule's Löwdin atomic charges, reported in e, are given here:
1. C -0.104
2. C -0.078
3. C -0.081
4. N -0.049
5. C -0.152
6. H 0.087
7. H 0.083
8. H 0.062
9. H 0.127
10. H 0.105



C10H21Cl18NO2 | ωB97M-V/def2-TZVPD

Element x y z (Å)
C 25.6081 11.8648 -3.0170
N 24.7916 13.0725 -2.6621
O 24.6100 13.8979 -3.5293
O 24.2668 13.0944 -1.5749
H 25.9841 11.4226 -2.1040
H 26.4356 12.2326 -3.6086
H 24.9747 11.1566 -3.5282
C 22.5412 16.0410 -1.5447
Cl 21.3759 17.0378 -0.6775
Cl 22.5469 16.5071 -3.2837
H 23.5324 16.2194 -1.1726
H 22.2243 15.0211 -1.5060
C 25.7739 12.6612 1.2194
Cl 25.6251 11.3491 0.0317
Cl 24.9925 12.2348 2.7534
H 26.8190 12.8386 1.4210
H 25.3044 13.5522 0.8297
C 23.1176 15.1207 -6.3357
Cl 24.8505 15.2586 -6.6526
Cl 22.3015 14.1134 -7.5423
H 22.9475 14.7449 -5.3377
H 22.6488 16.0950 -6.3963
C 26.4784 16.3143 -2.2173
Cl 27.4983 15.9632 -3.6214
Cl 26.7120 15.1034 -0.9047
H 26.7342 17.2791 -1.8213
H 25.4587 16.2281 -2.5596
C 22.1137 11.7874 0.5979
Cl 21.6713 13.4960 0.5547
Cl 21.6107 11.0317 2.1275
H 21.6192 11.2693 -0.1974
H 23.1867 11.7274 0.5687
C 27.7486 10.5451 -6.7438
Cl 28.8030 10.1393 -5.3835
Cl 26.0973 10.8492 -6.2092
H 28.1487 11.3957 -7.2687
H 27.7232 9.6829 -7.3916
C 24.7769 11.1348 -7.7886
Cl 23.2887 10.9561 -8.7215
Cl 24.4840 11.7498 -6.1644
H 25.2600 10.1730 -7.6771
H 25.4618 11.7815 -8.3199
C 21.5632 10.6603 -4.0092
Cl 20.8917 11.1711 -5.5240
Cl 21.5813 11.9619 -2.7903
H 21.0215 9.8122 -3.6236
H 22.5874 10.3807 -4.2123
C 27.1178 8.4978 -1.3212
Cl 28.3879 9.6490 -1.0089
Cl 26.2559 8.8493 -2.8333
H 27.5083 7.5003 -1.4026
H 26.4330 8.6113 -0.4981

Calculated values
Highest occupied orbital energy (eV): -8.178
Frontier orbital gap (eV): 8.156

The molecule's Löwdin atomic charges, reported in e, are given here:
1. C -0.066
2. N -0.431
3. O -0.005
4. O -0.087
5. H -0.052
6. H 0.094
7. H 0.027
8. C -1.009
9. Cl 0.528
10. Cl 0.538
11. H 0.008
12. H -0.059
13. C -0.961
14. Cl 0.638
15. Cl 0.547
16. H 0.026
17. H -0.019
18. C -1.051
19. Cl 0.512
20. Cl 0.497
21. H -0.036
22. H 0.015
23. C -0.959
24. Cl 0.526
25. Cl 0.554
26. H 0.025
27. H -0.025
28. C -1.037
29. Cl 0.557
30. Cl 0.501
31. H -0.029
32. H -0.073
33. C -0.914
34. Cl 0.488
35. Cl 0.419
36. H 0.034
37. H 0.024
38. C -1.058
39. Cl 0.524
40. Cl 0.502
41. H -0.009
42. H 0.060
43. C -1.017
44. Cl 0.545
45. Cl 0.584
46. H 0.031
47. H -0.009
48. C -1.008
49. Cl 0.533
50. Cl 0.558
51. H 0.025
52. H -0.004



C2H5BrSi | ωB97M-V/def2-TZVPD

Element x y z (Å)
C -1.0785 0.5535 0.3683
C -2.0446 -0.3067 0.0983
Si 0.6444 0.0260 -0.0845
Br -3.8920 0.0068 -0.0374
H -1.2592 1.5957 0.4009
H -1.6715 -1.2881 -0.2269
H 0.8830 -1.0389 -0.9504
H 1.3619 -0.3062 1.0986
H 1.1985 1.2940 -0.5552

Calculated values
<S²>: 2.01
Highest occupied orbital energy (alpha / beta) (eV): -5.911 / -10.910
Relative energy (zero: lowest compared OMol25 entry of this formula, charge and spin) (kJ/mol): 187.8
Frontier orbital gap (alpha / beta) (eV): 6.745 / 7.997
2S+1: 3

The molecule's Löwdin atomic charges, reported in e, are given here:
1. C -0.393
2. C -0.759
3. Si 0.635
4. Br 0.711
5. H 0.039
6. H 0.034
7. H -0.097
8. H -0.094
9. H -0.076